Record 1
Molecular formula: C24H31AsBrN4O4S5Tc
Method: DFT, ωB97M-V/def2-TZVPD

Structure (ORCA input):
```
! wB97M-V def2-TZVPD RIJCOSX def2/J DEFGRID3
* xyz 2 1
Tc 0.986 -1.185 1.964
N -7.016 -3.848 -0.715
C -5.779 -3.449 -0.390
C -5.150 -3.933 0.782
C -3.890 -3.531 1.118
C -3.210 -2.618 0.295
C -3.813 -2.137 -0.881
C -5.077 -2.537 -1.210
S -1.607 -2.114 0.537
O -1.155 -1.262 -0.510
O -0.746 -3.448 0.614
N -1.228 -1.407 1.937
C -1.247 -2.089 3.153
N -2.277 -2.648 3.741
C -2.040 -3.166 4.949
C -0.794 -3.128 5.567
C 0.241 -2.551 4.866
N -0.006 -2.035 3.657
H -7.519 -4.506 -0.146
H -7.467 -3.521 -1.551
H -5.678 -4.633 1.417
H -3.433 -3.909 2.018
H -3.282 -1.446 -1.523
H -5.543 -2.157 -2.110
H -2.886 -3.629 5.444
H -0.640 -3.552 6.548
H 1.259 -2.496 5.230
C 2.303 4.108 -4.191
C 3.197 2.941 -3.774
C 3.379 2.007 -4.980
C 4.566 3.492 -3.337
C 2.619 2.160 -2.604
C 3.254 0.985 -2.180
C 2.763 0.283 -1.118
Br 3.666 -1.313 -0.669
C 1.617 0.727 -0.407
O 1.220 -0.023 0.636
C 0.947 1.907 -0.809
C 1.491 2.569 -1.909
C -0.311 2.551 -0.207
C -0.900 1.848 1.010
C -1.401 2.565 -1.295
C 0.021 3.993 0.220
H 2.743 4.602 -5.058
H 2.214 4.860 -3.403
H 1.302 3.774 -4.475
H 3.770 2.579 -5.822
H 2.429 1.564 -5.285
H 4.086 1.201 -4.781
H 5.012 4.057 -4.157
H 5.258 2.690 -3.069
H 4.465 4.160 -2.479
H 4.131 0.618 -2.694
H 0.993 3.465 -2.242
H -1.231 0.840 0.778
H -1.772 2.414 1.341
H -0.189 1.826 1.834
H -1.599 1.555 -1.660
H -1.131 3.189 -2.146
H -2.326 2.964 -0.873
H 0.763 4.003 1.021
H -0.887 4.474 0.591
H 0.401 4.600 -0.600
S 4.791 -4.221 4.000
As 4.017 -3.469 2.082
S 0.930 -3.111 0.921
S 2.952 -1.614 2.932
S 5.985 -2.899 2.864
O 1.106 0.537 3.381
H 0.397 0.817 3.974
H 1.952 0.663 3.838
*
```

Output
* frontier orbital gap (spin up / spin down): 5.20 / 5.16 eV
* relative energy (zero: lowest compared OMol25 entry of this formula, charge and spin): 12.30 kcal per mole
* LUMO (spin up / spin down): -8.0766 / -8.1053 eV
* HOMO (spin up / spin down): -13.279 / -13.267 eV

Here are the Löwdin charges for atoms 1 to 6, given in e: Tc 1.08; N 0.17; C -0.28; C 0.00; C -0.05; C -0.31



Record 2
Molecular formula: C24H31AuBN8Si
Method: DFT, ωB97M-V/def2-TZVPD

Structure (ORCA input):
```
! wB97M-V def2-TZVPD RIJCOSX def2/J DEFGRID3
* xyz 0 2
Au 0.361 -0.145 -1.581
C 2.455 -2.261 2.514
C 1.173 -1.492 2.589
C 0.010 -1.755 3.384
C -0.776 -0.637 3.210
N -0.190 0.222 2.270
N 0.967 -0.388 1.871
B -0.705 1.488 1.492
N 0.416 2.136 0.592
C 1.040 3.337 0.763
C 2.030 3.510 -0.212
C 2.045 2.314 -0.925
C 3.037 1.844 -1.954
N 1.039 1.512 -0.468
N -1.845 1.125 0.382
C -2.646 0.019 0.104
C -3.705 0.494 -0.656
C -3.482 1.873 -0.836
C -4.149 2.910 -1.595
N -2.375 2.231 -0.169
N -1.376 2.487 2.526
C -1.975 3.678 2.271
C -1.886 4.537 3.312
C -1.193 3.772 4.263
C -0.784 4.215 5.537
N -0.950 2.511 3.821
H 2.490 -2.954 3.381
H 3.333 -1.621 2.507
H 2.476 -2.849 1.585
H -0.146 -2.630 4.016
H -1.754 -0.440 3.607
H 0.832 4.096 1.515
H 2.697 4.374 -0.395
H 3.847 2.590 -1.945
H 2.546 1.801 -2.963
H 3.406 0.858 -1.728
H -2.480 -1.013 0.446
H -4.652 -0.032 -0.946
H -4.814 2.503 -2.376
H -3.414 3.613 -2.000
H -4.701 3.558 -0.913
H -2.401 3.878 1.310
H -2.360 5.537 3.459
H -0.009 5.022 5.451
H -0.299 3.363 6.066
H -1.637 4.549 6.161
C -1.678 -2.995 -2.368
Si 0.034 -2.161 -2.743
C 0.102 -2.130 -4.642
C 1.368 -3.492 -2.513
C 2.516 -3.243 -1.741
C 3.555 -4.178 -1.786
C 3.375 -5.398 -2.453
C 2.236 -5.611 -3.185
C 1.208 -4.708 -3.162
H -1.996 -3.499 -3.309
H -2.468 -2.225 -2.037
H -1.600 -3.776 -1.599
H -0.453 -2.996 -5.090
H 1.163 -2.206 -4.935
H -0.422 -1.227 -5.031
H 2.600 -2.380 -1.040
H 4.486 -3.964 -1.274
H 4.113 -6.150 -2.337
H 2.087 -6.453 -3.834
H 0.280 -4.947 -3.664
*
```

Output
* frontier orbital gap (spin up / spin down): 8.40 / 4.20 eV
* relative energy (zero: lowest compared OMol25 entry of this formula, charge and spin): 21.79 kcal per mole
* LUMO (spin up / spin down): 0.1557 / -4.0513 eV
* HOMO (spin up / spin down): -8.248 / -8.247 eV

Here are the Löwdin charges for atoms 1 to 6, given in e: Au 0.83; C -0.05; C -0.36; C -0.04; C -0.08; N 0.00



Record 3
Molecular formula: C24H31B3BrF18NO15S
Method: DFT, ωB97M-V/def2-TZVPD

Structure (ORCA input):
```
! wB97M-V def2-TZVPD RIJCOSX def2/J DEFGRID3
* xyz 0 1
C -3.199 -0.742 4.999
C -2.750 0.238 3.942
N -2.576 1.488 4.154
C -2.431 -0.303 2.560
B -0.921 -0.658 2.542
O -0.445 -1.931 2.894
B 0.660 -1.835 3.716
Br 0.801 -2.605 5.445
O 1.695 -1.011 3.264
B 1.146 0.223 3.022
S 1.975 1.671 3.934
O 2.117 1.277 5.315
O 3.151 2.084 3.208
C 0.837 3.167 3.914
F 0.136 3.222 5.038
F 0.022 3.136 2.866
F 1.611 4.245 3.835
O 0.042 0.327 2.230
H -2.315 -1.123 5.525
H -3.736 -1.595 4.587
H -3.808 -0.217 5.736
H -2.813 1.730 5.117
H -3.058 -1.159 2.317
H -2.598 0.506 1.845
C 4.126 -4.335 0.737
C 3.133 -4.273 1.874
O 2.745 -5.593 2.308
C 3.571 -6.195 3.149
O 4.596 -5.769 3.589
C 2.990 -7.568 3.546
F 2.523 -8.225 2.481
F 1.979 -7.395 4.407
F 3.918 -8.314 4.130
H 3.725 -4.938 -0.071
H 4.331 -3.331 0.366
H 5.068 -4.783 1.050
H 2.209 -3.801 1.542
H 3.514 -3.706 2.723
C -7.285 1.792 -2.954
C -7.310 1.712 -1.445
O -6.590 0.550 -0.969
C -5.278 0.673 -0.892
O -4.613 1.627 -1.163
C -4.672 -0.630 -0.334
F -5.199 -1.711 -0.907
F -4.880 -0.706 0.990
F -3.352 -0.645 -0.518
H -7.674 0.872 -3.391
H -7.898 2.627 -3.291
H -6.271 1.938 -3.323
H -8.324 1.581 -1.076
H -6.895 2.607 -0.985
C 0.929 6.368 1.793
C 1.278 7.106 0.521
O 0.379 8.213 0.285
C 0.647 9.329 0.942
O 1.547 9.528 1.702
C -0.377 10.416 0.550
F -1.621 9.930 0.536
F -0.094 10.879 -0.675
F -0.328 11.429 1.405
H -0.112 6.044 1.768
H 1.569 5.498 1.895
H 1.064 7.006 2.665
H 1.160 6.462 -0.347
H 2.305 7.468 0.534
C 3.939 -0.663 -5.730
C 3.099 -0.757 -4.477
O 2.915 -2.132 -4.072
C 3.901 -2.682 -3.387
O 4.933 -2.181 -3.052
C 3.505 -4.124 -3.009
F 2.957 -4.768 -4.040
F 2.601 -4.082 -2.016
F 4.559 -4.814 -2.595
H 3.500 -1.262 -6.528
H 3.997 0.373 -6.061
H 4.951 -1.026 -5.553
H 2.094 -0.382 -4.652
H 3.536 -0.192 -3.654
C -0.481 -1.904 -2.115
C -0.239 -3.079 -3.034
O -0.721 -2.804 -4.367
C 0.085 -2.088 -5.134
O 1.158 -1.646 -4.847
C -0.549 -1.917 -6.531
F -1.843 -1.601 -6.441
F -0.442 -3.062 -7.215
F 0.074 -0.961 -7.207
H -1.534 -1.627 -2.111
H -0.180 -2.156 -1.098
H 0.091 -1.035 -2.439
H -0.795 -3.954 -2.706
H 0.816 -3.348 -3.076
*
```

Output
* frontier orbital gap: 10.23 eV
* LUMO: -0.3487 eV
* HOMO: -10.575 eV

Here are the Löwdin charges for atoms 1 to 6, given in e: C -0.01; C -0.40; N 0.16; C -0.01; B -0.49; O 0.25



Record 4
Molecular formula: C24H31BCl2N8O2Rb
Method: DFT, ωB97M-V/def2-TZVPD

Structure (ORCA input):
```
! wB97M-V def2-TZVPD RIJCOSX def2/J DEFGRID3
* xyz -1 1
Rb -1.191 -2.110 -0.005
N -0.144 1.210 -2.606
C -0.308 1.131 -1.145
C -1.753 1.384 -0.760
N -2.569 0.258 -1.195
C -4.001 0.434 -1.031
C -4.510 -0.177 0.270
N -4.531 -1.648 0.175
H 0.665 0.682 -2.901
H 0.010 2.169 -2.885
H 0.338 1.819 -0.606
H -0.056 0.124 -0.821
H -2.087 2.333 -1.211
H -1.819 1.486 0.329
H -2.331 0.050 -2.158
H -4.519 -0.052 -1.862
H -4.282 1.495 -1.053
H -5.493 0.250 0.493
H -3.834 0.105 1.081
H -5.104 -1.932 -0.608
H -4.943 -2.050 1.006
B -1.102 -5.046 -2.233
N 0.206 -5.183 -1.389
C 1.238 -6.019 -1.617
C 2.227 -5.757 -0.686
C 1.689 -4.715 0.088
N 0.473 -4.377 -0.342
N -0.895 -3.919 -3.299
C -0.541 -4.079 -4.589
C -0.426 -2.829 -5.170
C -0.741 -1.944 -4.124
N -1.026 -2.608 -3.004
H -1.283 -6.092 -2.825
H -2.021 -4.740 -1.503
H 1.200 -6.740 -2.419
H 3.184 -6.243 -0.582
H 2.122 -4.202 0.936
H -0.397 -5.064 -5.004
H -0.158 -2.595 -6.188
H -0.782 -0.862 -4.133
Cl -0.908 2.925 3.750
C -0.360 4.037 2.556
C -0.940 5.291 2.467
C -0.501 6.185 1.506
C 0.499 5.818 0.620
C 1.051 4.550 0.706
Cl 2.277 4.098 -0.436
C 0.653 3.630 1.682
N 1.212 2.342 1.726
C 2.471 2.090 2.328
C 3.327 3.125 2.702
C 4.571 2.851 3.257
C 4.966 1.538 3.452
C 4.104 0.513 3.076
C 2.864 0.754 2.503
C 1.973 -0.384 2.084
C 0.559 -0.363 2.725
O 0.515 -0.101 3.933
O -0.405 -0.589 1.924
H -1.726 5.561 3.160
H -0.948 7.169 1.436
H 0.849 6.498 -0.144
H 0.530 1.623 1.938
H 3.017 4.154 2.570
H 5.221 3.671 3.541
H 5.929 1.310 3.892
H 4.404 -0.517 3.234
H 2.428 -1.325 2.393
H 1.861 -0.403 0.997
*
```

Output
* frontier orbital gap: 7.58 eV
* LUMO: 2.0796 eV
* HOMO: -5.505 eV

Here are the Löwdin charges for atoms 1 to 6, given in e: Rb 0.89; N 0.02; C -0.27; C -0.24; N -0.12; C -0.24